No. 1
Below is a cluster of 12 separate species, C4H22BO19 in total at a distorted geometry, with properties calculated with ωB97M-V/def2-TZVPD.

Output
Total charge = -1
Strongest force on any atom = 0.030 Eh/bohr
HOMO level = -0.3006 Ha
Energy above the lowest of the compared OMol25 structures with the same formula, charge and spin = 0.752 eV
Kohn-Sham gap = 10.27 eV

Structure (XYZ):
```
46
Properties=species:S:1:pos:R:3:lowdin_charge:R:1
O -22.210 -10.382 3.137 0.171
C -22.447 -9.866 2.092 -0.407
O -23.428 -10.150 1.252 0.243
B -23.259 -9.320 0.055 -0.857
O -22.023 -8.532 0.255 0.252
C -21.502 -8.837 1.426 -0.371
O -20.518 -8.389 1.926 0.149
O -24.429 -8.435 -0.134 0.223
C -24.918 -8.591 -1.347 -0.390
O -25.759 -7.976 -1.916 0.158
C -24.006 -9.616 -2.073 -0.361
O -23.123 -10.058 -1.220 0.267
O -24.031 -9.872 -3.247 0.115
O -22.526 -11.993 -5.265 -0.063
H -22.657 -11.038 -5.305 0.001
H -23.077 -12.281 -4.532 0.025
O -25.821 -9.885 4.157 -0.059
H -25.358 -10.338 3.442 0.023
H -26.747 -9.891 3.894 0.029
O -21.415 -8.778 -4.277 -0.051
H -22.302 -8.984 -3.948 -0.006
H -21.043 -8.194 -3.609 0.035
O -17.761 -9.349 3.663 -0.061
H -18.338 -9.872 4.229 0.033
H -18.106 -9.492 2.776 0.018
O -24.787 -9.811 -5.990 -0.053
H -25.205 -10.578 -6.395 0.058
H -24.832 -9.987 -5.033 0.006
O -28.083 -9.351 -3.505 -0.053
H -27.301 -9.896 -3.361 0.035
H -28.132 -8.791 -2.720 0.040
O -19.953 -5.745 2.908 -0.073
H -19.913 -6.654 2.568 -0.005
H -20.884 -5.606 3.104 0.026
O -24.379 -5.474 -0.114 -0.054
H -24.804 -6.173 0.392 0.026
H -23.746 -5.939 -0.676 0.009
O -23.685 -6.074 -2.969 -0.045
H -23.580 -5.468 -3.709 0.049
H -24.590 -5.928 -2.660 0.030
O -26.607 -7.676 -5.345 -0.090
H -25.807 -8.229 -5.404 -0.008
H -26.990 -7.880 -4.476 -0.010
O -20.872 -12.745 1.247 -0.042
H -19.956 -12.570 1.005 0.037
H -21.213 -11.894 1.546 0.001
```

No. 2
Below is a cluster of 6 separate species, C4H22N3O6 in total at a distorted geometry, with properties calculated with ωB97M-V/def2-TZVPD.

Output
Total charge = +1
Strongest force on any atom = 0.058 Eh/bohr
HOMO level = -0.3999 Ha
Energy above the lowest of the compared OMol25 structures with the same formula, charge and spin = 0.000 eV
Kohn-Sham gap = 8.10 eV

Structure (XYZ):
```
35
Properties=species:S:1:pos:R:3:lowdin_charge:R:1
N -2.271 2.450 0.780 0.211
C -1.370 1.362 0.402 -0.267
C -1.190 0.153 1.252 -0.140
C 0.047 0.269 2.186 -0.146
N 1.275 0.205 1.393 0.190
C -0.704 1.618 -0.779 -0.560
N 0.032 0.673 -1.490 0.143
O -0.592 2.832 -1.176 -0.092
H -2.064 2.846 1.695 0.165
H -1.955 3.199 0.129 0.150
H -3.225 2.185 0.561 0.170
H 1.284 3.090 -0.281 0.048
H -2.057 -0.049 1.890 0.126
H -1.106 -0.788 0.701 0.089
H -0.112 1.238 2.667 0.123
H -0.033 -0.381 3.057 0.131
H 1.115 0.846 0.598 0.092
H 1.463 -0.695 0.933 0.126
H -0.414 -0.236 -1.423 0.058
H 0.363 0.937 -2.401 0.115
H -1.658 -2.830 -0.348 0.024
H -0.415 -3.612 -0.318 0.016
O -1.013 -3.170 0.284 -0.065
H 1.980 -0.679 -1.645 -0.012
H 2.297 -1.451 -2.866 0.031
O 2.681 -1.217 -2.027 -0.040
H 2.119 0.560 1.838 0.170
H 1.298 3.332 1.238 0.060
O 1.661 2.762 0.554 -0.044
H 2.528 -3.002 -0.032 0.045
H 1.422 -3.638 0.629 0.055
O 1.707 -2.749 0.381 -0.054
H -1.611 -1.550 -2.775 0.033
H -0.557 -2.452 -3.203 0.073
O -0.926 -2.057 -2.404 -0.021
```

No. 3
Below is a cluster of 9 separate species, C4H22NO9S in total at a distorted geometry, with properties calculated with ωB97M-V/def2-TZVPD.

Output
Total charge = -1
Strongest force on any atom = 0.050 Eh/bohr
HOMO level = -0.2138 Ha
Energy above the lowest of the compared OMol25 structures with the same formula, charge and spin = 1.657 eV
Kohn-Sham gap = 8.63 eV

Structure (XYZ):
```
37
Properties=species:S:1:pos:R:3:lowdin_charge:R:1
O 1.046 -0.595 -1.437 -0.161
C 0.342 0.441 -1.072 -0.644
N -0.174 0.724 0.078 0.096
C -0.774 -4.237 0.756 -0.162
O -0.318 -4.868 1.677 -0.038
C 0.000 1.331 -2.240 -0.247
C 1.082 2.275 -2.716 -0.564
S 0.592 4.049 -2.594 0.625
H 0.000 0.012 0.779 0.003
H -1.151 -3.234 1.049 0.082
H -0.746 -4.521 -0.319 0.070
H -0.335 0.699 -3.135 0.132
H -0.929 1.854 -1.997 0.078
H 1.983 2.192 -2.070 0.064
H 1.651 2.071 -3.635 0.071
H -0.059 3.989 -1.395 -0.134
H -1.341 1.400 4.185 0.043
H -1.366 -0.111 3.966 0.038
O -1.835 0.700 3.747 -0.059
H 2.049 -0.591 0.806 0.027
H 2.475 -2.001 0.953 0.053
O 2.107 -1.282 1.489 -0.072
H 1.664 -0.303 3.053 0.004
H 0.702 0.819 2.529 0.010
O 0.989 0.338 3.314 -0.082
H -4.352 1.962 -0.462 0.009
H -3.793 0.635 -0.908 0.019
O -4.588 1.172 -0.958 -0.078
H 4.191 -0.554 -0.840 0.014
H 3.346 -0.415 -2.100 0.018
O 4.240 -0.238 -1.748 -0.079
H 1.589 -2.942 -1.651 0.023
H 0.411 -2.219 -1.143 0.015
O 0.695 -3.147 -1.354 -0.118
H -3.321 1.779 2.485 0.012
H -2.658 1.113 1.380 0.015
O -3.415 1.701 1.528 -0.082
```

No. 4
Below is a structure of composition C4H23NO10 at a distorted geometry, with properties calculated with ωB97M-V/def2-TZVPD.

Output
Total charge = 0
Strongest force on any atom = 0.074 Eh/bohr
HOMO level = -0.3569 Ha
Energy above the lowest of the compared OMol25 structures with the same formula, charge and spin = 2.274 eV
Kohn-Sham gap = 10.02 eV

Structure (XYZ):
```
38
Properties=species:S:1:pos:R:3:lowdin_charge:R:1
C 2.329 0.911 1.973 0.005
C 1.741 0.162 0.830 -0.503
N 1.346 -1.123 0.982 0.078
C 1.011 -1.853 2.145 -0.137
C -0.538 -1.919 2.363 -0.193
O -1.129 -0.948 2.756 0.038
O 1.730 0.601 -0.324 0.019
H 3.246 0.410 2.300 0.097
H 2.607 1.915 1.664 0.093
H 1.650 0.892 2.821 0.070
H 1.335 -1.702 0.149 0.121
H 1.290 -2.914 2.108 0.123
H 1.354 -1.605 3.155 0.132
H -1.087 -2.847 2.202 0.122
H -0.794 0.679 2.469 0.002
H -1.238 2.220 2.659 0.055
O -0.594 1.621 2.284 -0.063
H -0.147 2.736 0.180 0.088
H -1.495 3.362 -0.260 0.103
O -0.883 2.648 -0.439 0.033
H 0.448 -2.872 -2.735 0.072
H 1.417 -1.907 -2.500 0.062
O 1.002 -2.605 -1.970 -0.062
H -1.032 1.537 -1.057 -0.105
H 0.053 0.463 -1.022 0.011
O -0.826 0.647 -1.397 -0.100
H -2.431 1.288 1.276 -0.018
H -3.403 0.856 0.167 0.036
O -3.359 1.310 1.012 -0.052
H -1.725 -1.218 -3.864 0.046
H -1.004 -0.008 -3.149 -0.013
O -0.932 -0.652 -3.871 -0.084
H -1.272 -1.002 -0.694 0.006
H -0.384 -2.254 -0.732 -0.002
O -1.107 -1.839 -0.238 -0.064
H 1.199 1.030 -4.133 0.021
H 0.748 2.056 -3.080 0.020
O 0.875 1.926 -4.030 -0.055
```

No. 5
Below is a cluster of 13 separate species, C4H24BO20 in total at a distorted geometry, with properties calculated with ωB97M-V/def2-TZVPD.

Output
Total charge = -1
Strongest force on any atom = 0.095 Eh/bohr
HOMO level = -0.2832 Ha
Energy above the lowest of the compared OMol25 structures with the same formula, charge and spin = 2.726 eV
Kohn-Sham gap = 9.53 eV

Structure (XYZ):
```
49
Properties=species:S:1:pos:R:3:lowdin_charge:R:1
O 1.917 1.708 -2.847 0.110
C 1.378 0.856 -2.158 -0.374
O 0.805 0.990 -0.987 0.237
B 0.570 -0.352 -0.411 -0.828
O 0.867 -1.363 -1.495 0.209
C 1.322 -0.681 -2.544 -0.371
O 1.629 -1.201 -3.597 0.114
O -0.885 -0.539 -0.077 0.214
C -1.114 -0.714 1.197 -0.408
O -2.133 -0.739 1.851 0.126
C 0.287 -0.831 1.818 -0.326
O 1.169 -0.577 0.878 0.241
O 0.565 -1.170 3.009 0.062
O -3.044 3.277 4.236 -0.057
H -3.061 3.297 3.279 0.027
H -2.232 2.820 4.452 0.027
O 4.304 -0.102 -8.601 -0.056
H 4.190 0.700 -8.092 0.025
H 3.687 -0.723 -8.213 0.029
O -3.171 4.481 -0.120 -0.051
H -2.660 4.351 -0.919 0.029
H -3.652 5.294 -0.273 0.025
O -1.581 -3.644 -6.342 -0.057
H -1.428 -3.260 -5.479 0.030
H -1.205 -3.013 -6.956 0.026
O -0.134 -6.018 5.083 -0.056
H -1.006 -6.188 4.729 0.025
H 0.186 -5.266 4.584 0.030
O 4.264 -3.642 2.894 -0.054
H 3.632 -3.220 2.311 0.026
H 4.360 -3.032 3.625 0.018
O 1.084 6.162 -4.287 -0.056
H 0.188 5.965 -4.559 0.027
H 1.526 5.313 -4.282 0.028
O -6.809 -1.598 -1.055 -0.056
H -6.304 -2.006 -0.352 0.029
H -6.308 -1.783 -1.850 0.027
O 4.878 -1.039 6.004 -0.048
H 5.409 -0.344 6.393 0.028
H 3.974 -0.773 6.171 0.027
O 0.339 0.924 8.593 -0.053
H 0.091 1.846 8.526 0.028
H 0.965 0.791 7.881 0.025
O 4.718 4.198 -7.939 -0.052
H 3.944 4.339 -7.393 0.027
H 5.347 4.853 -7.637 0.028
O -7.282 -2.741 3.438 -0.056
H -6.997 -3.510 3.932 0.025
H -6.589 -2.095 3.579 0.031
```

No. 6
Below is a structure of composition C4H24CuNO8 at a distorted geometry, with properties calculated with ωB97M-V/def2-TZVPD.

Output
Total charge = 0
Strongest force on any atom = 0.065 Eh/bohr
HOMO level = -0.3249 Ha
Energy above the lowest of the compared OMol25 structures with the same formula, charge and spin = 0.000 eV
Kohn-Sham gap = 5.94 eV

Structure (XYZ):
```
38
Properties=species:S:1:pos:R:3:lowdin_charge:R:1
Cu -0.407 -0.356 5.183 0.776
O 0.060 0.149 2.904 -0.394
H -0.049 -0.148 1.980 -0.007
C -0.185 -0.133 -1.165 -0.092
C -1.008 -0.795 -2.224 -0.434
C -0.134 -1.749 -3.181 -0.148
O 0.735 -0.915 -3.970 -0.200
C 0.041 -0.121 -4.936 -0.101
N -1.861 -1.566 -1.406 0.013
H -0.799 0.399 -0.439 0.066
H 0.449 0.629 -1.619 0.079
H 0.421 -0.731 -0.484 0.084
H -1.645 -0.033 -2.672 0.140
H -0.813 -2.369 -3.766 0.107
H 0.469 -2.467 -2.625 0.122
H -0.476 0.674 -4.398 0.076
H -0.705 -0.671 -5.510 0.085
H 0.802 0.251 -5.622 0.089
H -1.415 -2.298 -0.871 0.075
H -2.429 -2.069 -2.072 0.070
O 0.119 2.502 0.868 -0.045
H -0.367 1.833 1.350 -0.013
H 0.642 2.947 1.535 0.039
O -2.510 0.601 2.071 -0.056
H -2.763 1.404 2.526 0.031
H -1.724 0.303 2.529 -0.051
O 2.546 1.112 0.090 -0.052
H 1.620 1.217 0.309 -0.018
H 2.700 1.746 -0.611 0.054
O 0.336 2.641 3.831 -0.053
H -0.577 2.820 4.056 0.032
H 0.323 1.758 3.462 -0.062
O 2.817 0.235 2.809 -0.070
H 1.870 0.233 2.948 -0.051
H 2.923 0.419 1.876 -0.016
O 0.448 -2.712 2.709 -0.056
H 0.174 -2.979 1.832 0.027
H 0.376 -1.758 2.703 -0.046
```

No. 7
Below is a cluster of 7 separate species, C4H24N2O6 in total at a distorted geometry, with properties calculated with ωB97M-V/def2-TZVPD.

Output
2S+1 = 2
Total charge = +3
Strongest force on any atom = 0.042 Eh/bohr
HOMO level (spin up / spin down) = -0.7541 / -0.7488 Ha
Expectation value of S² = 0.756
Energy above the lowest of the compared OMol25 structures with the same formula, charge and spin = 0.941 eV
Kohn-Sham gap (spin up / spin down) = 10.83 / 3.17 eV

Structure (XYZ):
```
36
Properties=species:S:1:pos:R:3:lowdin_charge:R:1
C -1.061 1.235 1.350 -0.135
C -0.876 -0.168 1.958 -0.116
C 0.336 -0.991 1.507 -0.138
C 0.799 -3.143 2.416 0.211
N 0.076 -2.453 1.630 0.065
N -0.826 1.493 -0.107 0.184
H -2.099 1.501 1.582 0.145
H -0.569 2.013 1.930 0.121
H -0.925 0.030 3.029 0.142
H -1.719 -0.810 1.729 0.113
H 0.668 -0.818 0.482 0.107
H 1.263 -0.779 2.041 0.137
H 1.316 -2.767 3.285 0.139
H 0.746 -4.229 2.324 0.141
H -0.443 -2.876 0.855 0.131
H -0.720 2.510 -0.150 0.135
H -1.666 1.121 -0.606 0.095
H 0.046 1.131 -0.482 0.130
H -3.432 1.309 -2.028 0.092
H -3.971 1.195 -0.601 0.097
O -3.255 0.885 -1.177 -0.023
H 0.273 0.876 -3.836 0.076
H -0.179 2.236 -3.707 0.075
O 0.397 1.623 -3.225 -0.052
H 0.897 4.214 1.736 0.065
H 0.947 4.777 0.253 0.064
O 0.622 4.076 0.825 -0.036
H -2.258 -1.765 -0.587 0.042
H -2.141 -3.297 -0.735 0.085
O -1.625 -2.481 -0.709 -0.036
H 2.913 -2.135 -1.370 0.082
H 2.522 -3.509 -1.055 0.098
O 2.306 -2.609 -0.772 0.069
H 2.610 1.722 -2.500 0.138
H 4.081 1.521 -1.721 0.187
O 3.136 1.236 -1.813 0.370
```